{
  "formula": "C25H41BeBrN2P2",
  "method": "ωB97M-V/def2-TZVPD",
  "symbols": ["C", "C", "C", "C", "N", "C", "C", "C", "C", "C", "C", "C", "C", "C", "Be", "P", "H", "H", "H", "H", "H", "H", "H", "H", "C", "C", "H", "H", "H", "H", "H", "C", "C", "H", "H", "H", "H", "H", "C", "C", "H", "H", "H", "H", "H", "Br", "P", "C", "C", "H", "H", "H", "H", "H", "C", "C", "H", "H", "H", "H", "H", "C", "C", "H", "H", "H", "H", "H", "N", "H", "H", "H"],
  "xyz": [[-0.282, 6.079, -5.644], [-0.506, 4.737, -6.103], [-0.826, 4.622, -7.489], [-0.881, 5.771, -8.316], [-0.620, 6.994, -7.853], [-0.364, 7.169, -6.552], [-0.440, 3.530, -5.230], [-0.723, 2.689, -4.332], [-1.676, 2.275, -3.378], [-1.069, 1.894, -2.183], [-1.908, 1.897, -1.052], [-3.318, 1.734, -1.120], [-3.906, 1.984, -2.395], [-3.108, 2.412, -3.432], [0.289, 0.792, -2.711], [2.681, -0.697, -2.038], [-1.005, 3.650, -7.954], [0.011, 6.312, -4.618], [-1.133, 5.685, -9.385], [-0.199, 8.206, -6.219], [-3.520, 2.888, -4.306], [0.056, 2.217, -2.072], [-4.974, 1.887, -2.514], [-1.454, 1.668, -0.095], [2.323, -2.155, -0.942], [3.094, -3.455, -1.095], [1.243, -2.351, -1.034], [2.485, -1.758, 0.073], [2.907, -4.059, -0.195], [2.746, -4.044, -1.951], [4.179, -3.316, -1.172], [3.317, -1.218, -3.654], [3.503, -0.020, -4.590], [2.698, -1.982, -4.145], [4.244, -1.672, -3.321], [3.673, -0.369, -5.617], [2.634, 0.648, -4.612], [4.349, 0.595, -4.273], [4.168, -0.080, -1.108], [5.451, -0.904, -1.119], [3.842, 0.037, -0.063], [4.367, 0.934, -1.483], [6.276, -0.304, -0.717], [5.388, -1.801, -0.493], [5.756, -1.211, -2.122], [-3.886, 0.448, 0.089], [-1.909, -2.511, -3.613], [-0.484, -3.022, -2.620], [0.038, -4.382, -3.109], [-0.789, -3.095, -1.562], [0.233, -2.198, -2.777], [1.132, -4.381, -3.148], [-0.235, -5.196, -2.424], [-0.354, -4.639, -4.106], [-3.361, -2.919, -2.583], [-4.500, -3.641, -3.322], [-3.691, -1.954, -2.158], [-2.962, -3.560, -1.780], [-5.283, -3.931, -2.608], [-4.959, -2.992, -4.077], [-4.169, -4.559, -3.830], [-2.017, -0.725, -3.867], [-2.575, -0.511, -5.280], [-0.996, -0.262, -3.745], [-2.653, -0.292, -3.087], [-2.794, 0.545, -5.475], [-1.833, -0.836, -6.023], [-3.506, -1.077, -5.426], [0.809, 0.864, -0.768], [0.326, 1.647, -0.304], [1.821, 1.003, -0.643], [0.552, 0.079, -0.194]],
  "mulliken_charge": [-0.313, 0.329, -0.429, -0.307, -0.492, -0.326, 0.035, -0.974, 0.758, 1.444, -0.434, -0.040, -0.587, -0.248, 0.534, -0.221, 0.414, 0.392, 0.364, 0.368, 0.585, -0.373, 0.492, 0.428, -0.128, -1.285, 0.175, 0.542, 0.433, 0.164, 0.256, -0.544, -1.181, 0.405, 0.530, 0.392, 0.150, 0.326, -0.548, -1.312, 0.531, 0.464, 0.410, 0.285, 0.363, -0.047, -0.338, 1.202, -1.406, 0.618, -1.275, 0.235, 0.312, 0.483, -0.156, -1.210, 0.027, 0.438, 0.392, 0.298, 0.337, 2.418, -1.360, -1.453, -0.449, 0.334, 0.390, 0.360, -0.751, 0.518, 0.072, 0.186],
  "mol_weight_g_mol": 520.48,
  "relative_energy_kj_mol": 449.3,
  "homo_energy_ev": -12.9,
  "charge": 2,
  "gap_ev": 5.080
}